C6H15ClI2N2O2PPt | ωB97M-V/def2-TZVPD

CARTESIAN COORDINATES (ANGSTROEM)
C  1.27982  -1.46232  -2.92540
N  -0.85704  -1.36775  2.79092
H  1.16333  1.58574  -4.00405
H  0.63940  1.74228  5.45270
H  -0.86689  -0.15799  4.83731
Pt  0.74631  0.00458  -0.10344
C  1.03572  0.89096  4.87360
H  0.73001  -2.35405  -2.52911
I  -3.95606  1.67269  -2.08630
H  2.31446  -1.53672  -2.64796
Cl  2.92205  0.00372  -0.96474
H  1.16959  -1.48089  -4.05564
H  2.35067  1.59927  -2.59951
N  -0.00543  0.07690  4.36038
H  -1.77403  -0.80653  -2.53451
I  -4.28078  -1.33545  -1.93658
C  -1.12935  0.06897  -2.92650
C  0.10743  -0.48251  3.11850
C  1.29886  1.57335  -2.91301
H  -0.73737  -1.88919  1.91988
O  -2.17999  0.19252  0.58572
H  1.47712  1.22877  3.96758
H  1.67134  0.36388  5.49631
O  1.02841  -0.18683  2.33902
H  -1.69245  1.00491  -2.52392
H  -1.56584  -1.62381  3.47350
H  0.73604  2.42818  -2.43744
C  -1.07399  0.10739  0.26115
H  -1.08317  0.08059  -3.96085
P  0.53183  0.05932  -2.32760

Properties
Max |F|: 4.292 eV Å⁻¹
Energy: -54768.00663 eV
LUMO level (alpha / beta): -9.8 / -14.4 eV
E_HOMO (alpha / beta): -18.88 / -18.86 eV
2S+1: 5
Total charge: +3

natural (NBO) population analysis, charges in e, atoms 1 to 5: -1.0008 -0.7143 0.2768 0.3095 0.4424